(1)
# C36H104N16O12

A 12-piece molecular cluster, C36H104N16O12 overall (wB97M-V/def2-TZVPD, the Open Molecules 2025 dataset).

Atoms and positions in Å:
1 C 0.4235 7.3451 -0.6593
2 C -0.2638 6.3619 -1.6415
3 C -1.7448 6.1014 -1.3939
4 O -2.0256 5.5986 -0.0731
5 C -1.5025 4.2790 0.2077
6 N -0.0339 6.9369 -2.9826
7 H 0.2239 6.9694 0.3456
8 H -0.0850 8.3062 -0.7303
9 H 1.4994 7.3452 -0.8256
10 H 0.1778 5.3672 -1.5312
11 H -2.2687 5.5293 -2.1622
12 H -2.2057 7.0892 -1.3272
13 H -1.9306 4.0480 1.1836
14 H -0.4490 4.0097 0.1377
15 H -2.0752 3.5764 -0.4051
16 H 0.9691 7.0480 -3.0713
17 H -0.2298 6.2294 -3.6809
18 C 2.3130 0.0847 -2.5080
19 C 3.5808 -0.6721 -2.7361
20 C 4.3746 -0.0938 -3.9427
21 O 5.2650 -1.0946 -4.4639
22 C 6.0122 -0.5813 -5.5559
23 N 4.3373 -0.5609 -1.4863
24 H 2.6787 1.1138 -2.4647
25 H 1.6442 -0.1787 -1.6906
26 H 1.6980 0.1467 -3.4085
27 H 3.3033 -1.7123 -2.9277
28 H 4.8785 0.8532 -3.7388
29 H 3.6893 0.0479 -4.7827
30 H 6.5748 -1.4105 -5.9834
31 H 6.6726 0.1947 -5.1647
32 H 5.4073 -0.1938 -6.3790
33 H 3.8057 -1.0662 -0.7881
34 H 5.2013 -1.0673 -1.6426
35 C -0.0404 2.5046 3.3936
36 C -0.7686 3.5638 4.1796
37 C -1.5820 3.0551 5.3474
38 O -2.5768 4.0488 5.7310
39 C -3.0130 3.7628 7.0582
40 N 0.0600 4.6771 4.6811
41 H 0.6585 2.0231 4.0802
42 H 0.5015 2.8638 2.5192
43 H -0.7262 1.7107 3.0931
44 H -1.4995 3.9849 3.4802
45 H -0.9502 2.6921 6.1592
46 H -2.2376 2.2495 5.0073
47 H -2.1615 3.7792 7.7420
48 H -3.4831 2.7789 7.1079
49 H -3.6976 4.5164 7.4461
50 H 0.4264 5.2742 3.9536
51 H -0.6107 5.1633 5.2627
52 C 3.7605 0.1624 6.4041
53 C 2.7372 0.1457 5.2683
54 C 2.6778 -1.1996 4.5301
55 O 2.0631 -1.0552 3.2512
56 C 1.7922 -2.2436 2.5326
57 N 1.4390 0.3608 5.8718
58 H 4.8213 0.1251 6.1531
59 H 3.5818 -0.5877 7.1748
60 H 3.6453 1.1609 6.8288
61 H 2.9233 0.9613 4.5684
62 H 2.1475 -1.9312 5.1453
63 H 3.6997 -1.5809 4.4433
64 H 1.4814 -1.9514 1.5300
65 H 0.9428 -2.7530 2.9913
66 H 2.6390 -2.9154 2.3765
67 H 1.2156 -0.4594 6.4294
68 H 0.7781 0.0902 5.1460
69 C -6.7010 -4.8758 -1.8766
70 C -5.2332 -5.1302 -1.4614
71 C -4.7976 -4.5403 -0.0883
72 O -4.6603 -3.1063 -0.1114
73 C -4.3778 -2.6010 1.1796
74 N -5.0403 -6.5440 -1.6078
75 H -6.9340 -4.9950 -2.9339
76 H -6.8877 -3.8065 -1.7538
77 H -7.3476 -5.4492 -1.2120
78 H -4.5073 -4.8866 -2.2410
79 H -3.7995 -4.9190 0.1472
80 H -5.4712 -4.9442 0.6726
81 H -3.9997 -1.6064 0.9390
82 H -3.7132 -3.1978 1.8042
83 H -5.2855 -2.3419 1.7309
84 H -4.2938 -6.8895 -1.0138
85 H -5.8563 -6.9866 -1.1958
86 C 0.3493 -3.7002 -0.7199
87 C 0.8406 -5.1107 -1.0883
88 C 2.1310 -5.3955 -0.3745
89 O 2.7177 -6.5784 -0.8652
90 C 4.1243 -6.5973 -0.8046
91 N -0.2062 -6.0114 -0.6620
92 H 1.1280 -2.9735 -0.9698
93 H 0.2251 -3.6151 0.3611
94 H -0.5265 -3.3483 -1.2622
95 H 1.0488 -5.1093 -2.1592
96 H 1.8699 -5.4439 0.6861
97 H 2.7265 -4.5078 -0.6062
98 H 4.5170 -5.6468 -1.1710
99 H 4.4766 -7.4511 -1.3815
100 H 4.5049 -6.7374 0.2105
101 H 0.1627 -6.9201 -0.9246
102 H -0.2367 -6.0515 0.3497
103 C -3.0685 -4.9581 -4.7816
104 C -1.5600 -5.4110 -4.8434
105 C -0.6729 -4.1884 -4.8216
106 O -0.9502 -3.2782 -3.8056
107 C -0.2982 -2.0152 -3.9358
108 N -1.2574 -6.3507 -3.7411
109 H -3.3482 -4.5424 -5.7517
110 H -3.2461 -4.2465 -3.9747
111 H -3.8590 -5.6841 -4.5813
112 H -1.3874 -5.9619 -5.7681
113 H -0.7717 -3.7956 -5.8390
114 H 0.3832 -4.4700 -4.7663
115 H -0.9059 -1.3124 -3.3656
116 H -0.3588 -1.6092 -4.9486
117 H 0.7466 -1.9887 -3.6241
118 H -1.9531 -7.0847 -3.6749
119 H -1.4579 -5.8920 -2.8573
120 C 2.5672 3.1603 -0.3246
121 C 4.1089 3.1287 -0.4953
122 C 4.8002 4.3728 0.0684
123 O 4.2025 5.5437 -0.4959
124 C 4.7798 6.7123 0.0929
125 N 4.6946 1.8466 -0.0254
126 H 2.1280 2.1886 -0.5450
127 H 2.0819 3.8861 -0.9778
128 H 2.3209 3.4542 0.6976
129 H 4.3055 3.0747 -1.5706
130 H 5.8467 4.2666 -0.2298
131 H 4.7544 4.3166 1.1583
132 H 4.8228 6.6677 1.1841
133 H 4.2831 7.6591 -0.1129
134 H 5.8278 6.7474 -0.2136
135 H 5.7034 1.9136 0.0206
136 H 4.4760 1.1173 -0.7045
137 C -4.5456 1.6535 -0.2278
138 O -4.4801 1.1308 -1.3376
139 N -3.8152 1.2828 0.8458
140 N -5.3343 2.6574 0.1402
141 H -4.0979 1.6389 1.7416
142 H -3.1463 0.5321 0.8053
143 H -6.1224 2.9040 -0.4348
144 H -5.0698 2.9786 1.0535
145 C -0.7542 -0.4377 0.5506
146 O -0.9593 -1.2586 1.4226
147 N -1.5048 -0.3469 -0.5868
148 N 0.2178 0.4861 0.6220
149 H -1.1290 0.3363 -1.2260
150 H -2.2150 -1.0132 -0.8450
151 H 0.2903 1.1442 -0.1399
152 H 0.9381 0.3058 1.3059
153 C -2.3886 -0.8661 4.4613
154 O -3.0016 -0.6541 5.4783
155 N -1.2603 -1.5531 4.2584
156 N -2.8207 -0.4359 3.2622
157 H -1.0513 -1.6398 3.2685
158 H -1.1355 -2.3701 4.8375
159 H -3.5601 0.2326 3.4156
160 H -2.4551 -0.6990 2.3595
161 C -0.9453 2.6509 -2.9328
162 O -0.2690 1.9531 -2.1890
163 N -2.2534 2.5882 -3.0041
164 N -0.4518 3.6505 -3.6961
165 H -2.7564 3.3746 -3.3808
166 H -2.7417 1.9759 -2.3629
167 H -0.9639 4.1785 -4.3809
168 H 0.5365 3.4426 -3.7400

Its HOMO-LUMO gap is 8.9 eV. The energy relative to the best compared isomer or geometry (same formula, charge and spin) comes out at 227.2 kJ/mol. The calculation puts the HOMO energy at -8.67 eV. As for the SMILES: COC[C@H](C)N.COC[C@H](C)N.COC[C@H](C)N.COC[C@H](C)N.COC[C@H](C)N.COC[C@H](C)N.COC[C@H](C)N.COC[C@H](C)N.NC(N)=O.NC(N)=O.NC(N)=O.NC(N)=O. Its net charge is 0.


(2)
# C6H14AlClF4NSSi

C6H14AlClF4NSSi as an isolated structure (wB97M-V/def2-TZVPD, the Open Molecules 2025 dataset).

Atoms and positions in Å:
1 C 0.0244 1.2004 2.2639
2 C -1.2050 2.1335 1.9762
3 S -1.6999 2.2322 0.2011
4 C -0.6820 1.0622 -0.8007
5 Si -1.7740 0.1478 -2.0568
6 Cl -1.8965 1.4251 -3.7746
7 N -1.1441 -1.4207 -2.5872
8 C -0.9716 -2.2573 -1.6291
9 C -1.6290 -2.2182 -0.2182
10 C -0.0340 -3.4805 -1.9402
11 H 0.8430 1.4808 1.5584
12 H 0.4130 1.3416 3.2931
13 H -0.3013 0.1453 2.1076
14 H -0.9437 3.1565 2.3154
15 H -2.0780 1.7154 2.5335
16 H -0.1265 0.3014 -0.2090
17 H 0.0970 1.6812 -1.3108
18 H -3.1282 0.0307 -1.5127
19 H -1.3904 -3.1908 0.2825
20 H -2.7437 -2.1812 -0.2518
21 H -1.2059 -1.4371 0.4561
22 H -0.6460 -4.1491 -2.5963
23 H 0.8837 -3.1628 -2.4763
24 H 0.2107 -4.0233 -0.9971
25 F 3.2874 0.6103 0.3318
26 Al 4.2282 1.8935 1.0741
27 F 5.7952 1.2724 1.5534
28 F 3.3763 2.4903 2.4872
29 F 4.4407 3.2004 -0.0733

Its HOMO-LUMO gap is 8.8 eV. The calculation puts the HOMO energy at -6.18 eV. Its net charge is -1.


(3)
# C3H5NO2

The molecule C3H5NO2 (wB97M-V/def2-TZVPD, the Open Molecules 2025 dataset).

Atoms and positions in Å:
1 O 1.8251 0.2065 0.4324
2 C 0.7142 -0.4056 -0.1772
3 C -0.5889 0.2272 0.3336
4 O -0.6067 1.6225 0.2074
5 C -1.7187 -0.4117 -0.3927
6 N -2.5564 -0.9436 -0.9866
7 H 2.2660 -0.4310 1.0041
8 H 0.7737 -0.2556 -1.2674
9 H 0.6690 -1.4878 0.0006
10 H -0.7103 0.0096 1.4007
11 H -0.0668 1.8695 -0.5548

Its HOMO-LUMO gap is 11.6 eV. The energy relative to the best compared isomer or geometry (same formula, charge and spin) comes out at 156.6 kJ/mol. The calculation puts the HOMO energy at -11.18 eV. As for the SMILES: N#C[C@H](O)CO. Its net charge is 0.


(4)
# C4H9MgO4Tl

C4H9MgO4Tl as an isolated structure (wB97M-V/def2-TZVPD, the Open Molecules 2025 dataset).

Atoms and positions in Å:
1 O 1.6223 0.8821 -1.8790
2 Tl 3.7434 0.9444 -1.2477
3 O 2.3630 -0.1808 0.3979
4 C 1.8679 -1.4304 0.6645
5 O 0.4517 -1.5828 0.6605
6 C -0.2032 -1.0385 -0.5156
7 C -1.4643 -0.3707 -0.0497
8 O -1.1122 0.9509 0.4391
9 C -2.1683 1.7599 0.9064
10 Mg 0.8672 1.0536 -0.0891
11 H 2.2271 -1.8352 1.6284
12 H 2.1914 -2.1216 -0.1461
13 H 1.0296 -0.0283 -2.4704
14 H 0.0277 -1.7848 -1.2894
15 H -1.9694 -0.8891 0.7844
16 H -2.1849 -0.2467 -0.8731
17 H -1.7186 2.6552 1.3499
18 H -2.8228 2.0672 0.0765
19 H -2.7477 1.1954 1.6526

Its HOMO-LUMO gap is 5.3 eV. The energy relative to the best compared isomer or geometry (same formula, charge and spin) comes out at 235.1 kJ/mol. The calculation puts the HOMO energy at -5.99 eV. Its net charge is 0.


Number 1: energy -87428.1057 eV, F_max 2.90 eV/Å. Number 2: energy -56653.9069 eV, F_max 1.71 eV/Å. Number 3: energy -8776.0712 eV, F_max 1.11 eV/Å. Number 4: energy -22619.5903 eV, F_max 6.04 eV/Å.